[1]
Entry from the Open Molecules 2025 dataset: a molecular structure, C6H11N in a non-equilibrium geometry (ωB97M-V with the def2-TZVPD basis set).

Atoms and positions in Å:
C (-1.021, 1.528, 0.390)
C (0.544, 1.522, 0.225)
C (0.666, -0.021, 0.284)
C (1.608, -1.010, -0.387)
C (0.324, -1.775, -0.433)
C (-1.566, 0.066, -0.206)
H (-1.314, 1.508, 1.685)
H (-1.552, 2.526, 0.061)
H (1.031, 1.937, -0.757)
H (1.099, 2.007, 1.065)
H (0.521, -0.347, 1.322)
H (1.626, -0.708, -1.436)
H (2.493, -1.436, 0.116)
H (0.030, -2.481, -1.382)
H (0.009, -2.328, 0.399)
H (-1.850, -0.530, 0.710)
H (-2.313, -0.028, -1.090)
N (-0.333, -0.430, -0.565)

As for the total charge: 0. The energy above the lowest of the compared OMol25 structures with the same formula, charge and spin is 383.5 kJ/mol. For the largest force on an atom, the calculation gives 6.21 eV/A. The value obtained for the total energy is -7886.557 eV.

***

[2]
Entry from the Open Molecules 2025 dataset: C6H11N in the gas phase (ωB97M-V with the def2-TZVPD basis set).

Atoms and positions in Å:
C (-0.111, -0.841, 2.380)
C (-0.872, -1.373, -0.887)
C (0.265, 1.438, -2.023)
C (0.069, -0.016, 1.144)
C (-0.019, -0.363, -0.188)
C (0.703, 0.721, -0.788)
N (0.411, 1.303, 1.150)
H (1.058, 1.544, 1.917)
H (1.759, 0.816, -0.561)
H (0.836, -0.908, 2.926)
H (-0.847, -0.399, 3.054)
H (-0.428, -1.856, 2.136)
H (-0.322, -1.942, -1.642)
H (-1.725, -0.903, -1.394)
H (-1.283, -2.086, -0.170)
H (0.635, 2.465, -2.019)
H (0.690, 0.948, -2.908)
H (-0.820, 1.453, -2.127)

As for the total charge: 0. The energy above the lowest of the compared OMol25 structures with the same formula, charge and spin is 251.5 kJ/mol. For the largest force on an atom, the calculation gives 0.38 eV/A. The value obtained for the total energy is -7887.925 eV. As for the SMILES: [H]/N=C(C)/C(C)=C/C.

***

[3]
Entry from the Open Molecules 2025 dataset: C6H11N in the gas phase (ωB97M-V with the def2-TZVPD basis set).

Atoms and positions in Å:
C (2.073, 0.525, 0.875)
C (1.941, -0.775, 0.090)
C (-1.169, 0.282, -0.020)
C (-2.053, -0.860, 0.402)
C (-1.361, 0.906, -1.381)
C (-0.192, 0.746, 0.720)
N (0.813, 1.177, 1.279)
H (2.619, 1.264, 0.278)
H (2.945, -1.172, -0.084)
H (2.654, 0.356, 1.786)
H (1.362, -1.523, 0.644)
H (1.454, -0.635, -0.882)
H (-1.719, -1.310, 1.341)
H (-3.089, -0.525, 0.530)
H (-2.054, -1.643, -0.368)
H (-2.330, 1.411, -1.458)
H (-0.575, 1.639, -1.590)
H (-1.318, 0.135, -2.162)

As for the total charge: 0. The energy above the lowest of the compared OMol25 structures with the same formula, charge and spin is 134.1 kJ/mol. For the largest force on an atom, the calculation gives 0.64 eV/A. The value obtained for the total energy is -7889.141 eV. As for the SMILES: CCN=C=C(C)C.

***

[4]
Entry from the Open Molecules 2025 dataset: C6H11N in the gas phase in a non-equilibrium geometry (ωB97M-V with the def2-TZVPD basis set).

Atoms and positions in Å:
C (0.545, 0.952, 0.115)
C (1.344, -0.431, 0.343)
C (0.448, -1.662, 0.178)
C (-0.860, -0.690, 0.673)
C (-2.091, -0.192, 0.043)
C (-0.699, 0.395, -0.373)
H (0.161, 2.619, -0.997)
H (1.883, 2.145, -0.916)
H (0.505, 1.410, 1.040)
H (2.040, -0.430, -0.478)
H (1.729, -0.410, 1.353)
H (0.399, -2.302, -0.812)
H (0.578, -2.540, 0.882)
H (-0.486, -0.211, 1.605)
H (-3.033, 0.190, 0.668)
H (-2.500, -0.876, -0.895)
H (-0.746, 0.160, -1.414)
N (0.785, 1.871, -1.016)

As for the total charge: 0. The energy above the lowest of the compared OMol25 structures with the same formula, charge and spin is 590.0 kJ/mol. For the largest force on an atom, the calculation gives 7.70 eV/A. The value obtained for the total energy is -7884.417 eV. As for the SMILES: N[C@@H]1CC[C@@H]2C[C@H]21.

***

[5]
Entry from the Open Molecules 2025 dataset: C6H11N in the gas phase (ωB97M-V with the def2-TZVPD basis set).

Atoms and positions in Å:
C (1.845, -0.735, -1.423)
C (0.934, -0.939, -0.233)
C (-0.487, -0.509, -0.373)
C (-0.809, 0.798, 0.442)
C (-2.264, 0.939, 0.861)
C (0.132, 0.844, 1.609)
N (1.153, 0.153, 1.576)
H (2.910, -0.815, -1.172)
H (1.636, -1.522, -2.161)
H (1.683, 0.230, -1.920)
H (1.075, -1.917, 0.227)
H (1.972, -0.087, 1.020)
H (-0.740, -0.329, -1.428)
H (-1.163, -1.290, -0.004)
H (-0.510, 1.684, -0.143)
H (-2.942, 0.984, 0.003)
H (-2.544, 0.087, 1.489)
H (-2.380, 1.848, 1.457)

As for the total charge: 0. The energy above the lowest of the compared OMol25 structures with the same formula, charge and spin is 429.3 kJ/mol. For the largest force on an atom, the calculation gives 0.57 eV/A. The value obtained for the total energy is -7886.082 eV.

***

[6]
Entry from the Open Molecules 2025 dataset: C6H11N in the gas phase in a non-equilibrium geometry (ωB97M-V with the def2-TZVPD basis set).

Atoms and positions in Å:
C (0.917, -2.578, 0.072)
N (-0.273, -1.681, -0.268)
C (0.018, -0.262, -0.355)
C (-0.827, 0.675, 0.218)
C (-0.792, 2.096, 0.238)
C (-1.269, 2.788, 1.221)
C (1.125, 0.077, -1.213)
H (1.558, -2.924, -0.693)
H (0.483, -3.504, 0.400)
H (1.285, -2.166, 1.015)
H (-1.092, -1.822, 0.389)
H (-1.671, 0.127, 0.942)
H (-0.667, 2.457, -0.783)
H (-1.474, 3.896, 1.029)
H (-1.600, 2.239, 2.131)
H (1.045, 1.061, -1.714)
H (2.054, 0.079, -0.522)
H (1.179, -0.559, -2.107)

As for the total charge: 0. The energy above the lowest of the compared OMol25 structures with the same formula, charge and spin is 268.5 kJ/mol. For the largest force on an atom, the calculation gives 5.78 eV/A. The value obtained for the total energy is -7887.749 eV. As for the SMILES: C=C/C=C(\C)NC.